Entry 1:
Computed, not measured: a structure of composition C30H43F5FeP2S, with ωB97M-V with the def2-TZVPD basis set.

Values from the calculation:
* ⟨S²⟩: 8.858
* energy relative to the best compared isomer or geometry (same formula, charge and spin): 11.6 kJ/mol
* 2S+1: 6
* total charge: +1
* energy: -109181.2227 eV

Each line ends with the Löwdin charge.
Element x y z (Å)
Fe 0.103 -2.028 -2.520  0.532
C 3.202 0.925 0.605  -0.146
C 2.780 1.885 -0.341  -0.153
C 1.739 2.388 1.649  -0.143
C 2.559 1.221 1.844  -0.151
C 1.855 2.773 0.278  -0.163
C 4.195 -0.148 0.427  -0.015
H 4.464 -0.306 -0.618  0.081
H 3.830 -1.093 0.825  0.081
H 5.128 0.088 0.945  0.109
C 2.738 0.504 3.106  -0.023
H 3.056 -0.535 2.909  0.094
H 1.810 0.475 3.698  0.043
H 3.512 0.967 3.751  0.121
C 0.999 3.076 2.705  0.010
H 1.628 3.814 3.234  0.124
H 0.629 2.372 3.461  0.074
H 0.144 3.635 2.303  0.070
C 1.226 3.945 -0.347  -0.026
H 1.835 4.839 -0.165  0.113
H 0.229 4.140 0.048  0.068
H 1.143 3.844 -1.436  0.084
C 3.264 2.024 -1.730  -0.010
H 4.069 2.783 -1.834  0.119
H 2.430 2.311 -2.391  0.090
H 3.626 1.051 -2.091  0.078
C -0.773 -3.679 -2.305  -0.257
C 0.591 -3.786 -2.767  -0.256
C 1.028 -3.436 -4.163  -0.168
C 0.282 -2.223 -4.871  -0.159
C -0.228 -1.086 -4.030  -0.249
C -1.440 -1.133 -3.223  -0.237
C -2.518 -2.204 -3.399  -0.183
C -1.993 -3.637 -3.196  -0.183
H 0.864 -4.330 -4.791  0.132
H -0.538 -2.607 -5.513  0.126
H 2.124 -3.253 -4.149  0.119
H -1.849 -4.128 -4.168  0.115
H -0.995 -4.033 -1.300  0.106
H 1.372 -4.151 -2.087  0.125
H -2.784 -4.199 -2.681  0.114
H -3.316 -1.988 -2.648  0.113
H -1.902 -0.206 -2.859  0.066
H -2.949 -2.072 -4.421  0.124
H 1.073 -1.788 -5.533  0.130
H 0.443 -0.186 -4.036  0.130
P -0.108 -1.091 1.356  0.640
P -1.281 1.460 -0.115  0.883
C -1.648 -1.360 0.366  -0.435
C -2.347 -0.080 -0.134  -0.392
H -2.317 -1.920 1.034  0.078
H -1.444 -2.042 -0.494  0.049
H -2.754 -0.209 -1.149  0.051
H -3.191 0.132 0.529  0.060
C -2.288 2.621 0.850  -0.269
H -1.613 3.342 1.339  0.012
H -2.841 2.073 1.626  0.025
H -2.974 3.144 0.168  0.056
C -1.513 2.124 -1.846  -0.272
H -2.554 1.983 -2.148  0.048
H -0.875 1.603 -2.568  0.019
H -1.234 3.182 -1.855  0.030
C 0.601 -2.805 1.304  -0.319
H 1.704 -2.780 1.387  0.033
H 0.395 -3.369 0.376  0.031
H 0.190 -3.393 2.137  0.032
C 1.770 -1.424 -1.558  -0.163
H 1.791 -0.328 -1.531  -0.026
H 2.587 -1.740 -2.274  0.030
H 1.973 -1.824 -0.528  -0.027
F -4.011 2.538 6.378  0.132
C -3.211 1.820 5.574  -0.096
C -3.781 1.200 4.439  -0.113
F -5.091 1.332 4.125  0.124
C -2.955 0.411 3.662  -0.208
F -3.521 -0.337 2.658  0.062
C -1.593 0.266 3.965  -0.428
S -0.584 -1.051 3.386  0.763
C -1.052 0.952 5.076  -0.232
F 0.270 0.769 5.367  0.045
C -1.850 1.702 5.902  -0.112
F -1.335 2.277 7.020  0.121

Entry 2:
Computed, not measured: a cluster of 10 separate species, C16H34F6N8O20 in total, with ωB97M-V with the def2-TZVPD basis set.

Values from the calculation:
* ⟨S²⟩: 0.759
* 2S+1: 2
* total charge: +1
* energy: -86284.7545 eV

Each line ends with the Löwdin charge.
Element x y z (Å)
C -1.297 -2.360 5.476  0.067
N -1.217 -2.054 3.958  -0.381
O -0.130 -2.082 3.399  0.047
O -2.318 -1.798 3.434  0.037
H -1.977 -1.689 6.001  0.095
H -0.292 -2.261 5.887  0.092
H -1.663 -3.372 5.650  0.098
C -0.086 4.897 0.038  0.048
N 1.017 5.849 0.474  -0.393
O 1.970 5.980 -0.262  0.061
O 0.901 6.498 1.573  0.005
H -0.860 5.539 -0.385  0.101
H -0.400 4.325 0.911  0.086
H 0.404 4.232 -0.673  0.080
C 1.790 3.808 3.641  0.053
N 1.832 2.558 2.869  -0.458
O 2.846 1.943 2.708  0.078
O 0.804 2.258 2.334  0.060
H 2.497 3.511 4.416  0.104
H 0.807 4.114 3.999  0.110
H 2.145 4.679 3.091  0.094
C 0.059 -0.183 0.522  0.045
N -1.060 0.851 0.329  -0.360
O -2.207 0.609 0.743  0.040
O -0.775 1.927 -0.177  0.043
H 1.032 0.152 0.165  0.063
H -0.207 -1.039 -0.099  0.067
H 0.127 -0.588 1.532  0.070
C -5.097 -0.966 1.035  0.050
N -5.262 -1.622 -0.316  -0.421
O -5.354 -0.882 -1.299  0.056
O -5.230 -2.866 -0.313  0.026
H -5.691 -1.581 1.711  0.101
H -5.334 0.098 1.016  0.100
H -4.015 -1.088 1.098  0.063
C -1.574 -3.775 0.516  0.067
N -0.979 -3.633 -0.803  -0.443
O -1.662 -3.319 -1.741  0.111
O 0.234 -3.552 -0.838  -0.001
H -0.795 -4.364 1.001  0.104
H -2.517 -4.307 0.394  0.115
H -1.697 -2.779 0.940  0.091
C 4.214 3.103 -0.547  0.040
N 3.437 1.872 -0.672  -0.409
O 4.013 0.808 -0.528  0.061
O 2.205 2.080 -0.765  0.031
H 5.237 2.898 -0.865  0.105
H 4.253 3.482 0.474  0.108
H 3.700 3.852 -1.148  0.099
C 2.802 -2.427 -2.103  0.104
N 1.884 -2.410 -3.205  -0.298
O 1.193 -1.414 -3.330  0.429
O 1.786 -3.328 -4.037  0.265
H 2.842 -1.506 -1.521  0.118
H 3.790 -2.303 -2.548  0.153
H 2.659 -3.341 -1.526  0.117
C 2.069 -6.777 -0.692  -0.053
C 3.350 -6.585 0.139  -0.172
O 3.452 -5.161 0.427  -0.014
C 2.757 -4.711 1.518  -0.323
O 2.094 -5.368 2.325  0.134
C 3.089 -3.181 1.818  -0.410
F 2.018 -2.454 1.308  0.095
F 3.251 -3.051 3.201  0.129
F 4.222 -2.822 1.187  0.154
H 1.923 -7.835 -0.909  0.085
H 2.125 -6.371 -1.702  0.070
H 1.215 -6.359 -0.160  0.069
H 4.257 -7.029 -0.270  0.128
H 3.286 -7.165 1.060  0.121
C -3.081 3.986 -1.636  -0.075
C -3.939 3.553 -2.832  -0.199
O -3.775 4.498 -3.863  -0.017
C -2.571 4.531 -4.620  -0.258
O -1.589 3.852 -4.321  0.125
C -2.484 5.491 -5.810  -0.618
F -3.680 5.897 -6.096  0.214
F -1.800 6.572 -5.417  0.167
F -1.799 4.965 -6.801  0.203
H -3.438 4.899 -1.160  0.082
H -2.007 4.075 -1.802  0.046
H -3.137 3.303 -0.789  0.066
H -4.982 3.631 -2.527  0.131
H -3.612 2.584 -3.211  0.127

Entry 3:
Computed, not measured: a structure of composition C36H37Cl3GaN2O3P2S3Si, with ωB97M-V with the def2-TZVPD basis set.

Values from the calculation:
* total charge: +1
* energy: -195960.1837 eV

Each line ends with the Löwdin charge.
Element x y z (Å)
Ga 0.456 0.100 -0.781  0.265
C -1.160 4.034 1.655  -0.114
N -0.876 2.749 0.990  -0.504
P 0.655 2.470 0.342  0.957
C 0.964 3.854 -0.802  -0.331
C 0.328 3.771 -2.043  -0.134
C 0.379 4.822 -2.944  -0.060
C 1.081 5.975 -2.616  -0.062
C 1.709 6.077 -1.383  -0.062
C 1.648 5.025 -0.476  -0.075
C 1.827 2.679 1.697  -0.353
C 1.422 2.506 3.017  -0.086
C 2.346 2.611 4.047  -0.057
C 3.678 2.887 3.768  -0.061
C 4.092 3.049 2.452  -0.070
C 3.173 2.938 1.422  -0.123
P -2.141 1.801 0.304  0.913
C -3.249 2.996 -0.508  -0.372
C -3.161 3.111 -1.895  -0.137
C -3.941 4.029 -2.587  -0.068
C -4.830 4.838 -1.894  -0.067
C -4.936 4.731 -0.512  -0.063
C -4.152 3.816 0.174  -0.110
C -3.114 1.233 1.732  -0.369
C -4.506 1.196 1.737  -0.096
C -5.193 0.630 2.805  -0.065
C -4.495 0.093 3.876  -0.073
C -3.104 0.100 3.870  -0.076
C -2.421 0.657 2.800  -0.120
H -0.266 4.428 2.134  0.075
H -1.913 3.879 2.428  0.088
H -1.524 4.769 0.939  0.084
H -0.223 2.874 -2.307  0.072
H -0.127 4.742 -3.898  0.113
H 1.131 6.797 -3.319  0.112
H 2.240 6.983 -1.117  0.111
H 2.113 5.141 0.492  0.104
H 0.384 2.300 3.242  0.095
H 2.022 2.481 5.072  0.114
H 4.393 2.975 4.576  0.113
H 5.131 3.258 2.228  0.114
H 3.508 3.059 0.397  0.111
H -2.484 2.467 -2.443  0.070
H -3.862 4.103 -3.665  0.108
H -5.451 5.545 -2.430  0.109
H -5.629 5.361 0.031  0.110
H -4.246 3.743 1.251  0.104
H -5.065 1.600 0.901  0.102
H -6.276 0.611 2.796  0.110
H -5.033 -0.341 4.710  0.108
H -2.554 -0.339 4.693  0.107
H -1.338 0.630 2.788  0.089
O 3.808 -1.882 1.020  -0.262
S 3.631 -0.462 1.115  0.692
O 3.336 0.121 2.382  -0.236
N 2.506 0.023 -0.033  -0.181
C 3.064 0.520 -1.107  -0.753
S 2.053 0.827 -2.437  0.799
C 4.525 0.761 -0.971  -0.214
C 5.394 1.380 -1.845  0.001
C 6.719 1.534 -1.444  -0.037
C 7.148 1.075 -0.203  -0.039
C 6.270 0.448 0.678  -0.015
C 4.964 0.314 0.263  -0.223
H 5.047 1.741 -2.806  0.122
H 7.425 2.020 -2.105  0.116
H 8.184 1.203 0.085  0.117
H 6.600 0.092 1.645  0.132
Cl -1.903 -2.223 0.455  0.292
Si -1.493 -1.211 -1.322  -0.705
Cl -1.265 -2.497 -2.886  0.318
Cl -3.253 -0.263 -1.779  0.309
C 1.138 -5.555 1.016  -0.122
C 1.498 -4.085 0.840  -0.386
S 1.281 -3.582 -0.867  0.938
O 1.138 -2.064 -0.885  -0.710
C 2.925 -3.862 -1.488  -0.377
C 3.010 -3.434 -2.948  -0.116
H 1.107 -5.794 2.079  0.083
H 1.876 -6.212 0.552  0.075
H 0.160 -5.786 0.591  0.076
H 2.517 -3.852 1.137  0.072
H 0.819 -3.424 1.382  0.080
H 3.092 -4.936 -1.356  0.102
H 3.604 -3.305 -0.840  0.077
H 2.271 -3.949 -3.564  0.081
H 4.000 -3.670 -3.342  0.083
H 2.849 -2.360 -3.049  0.059

Entry 4:
Computed, not measured: a cluster of 2 separate species, H4O2 in total, with ωB97M-V with the def2-TZVPD basis set.

Values from the calculation:
* structure (SMILES): O.O
* energy relative to the best compared isomer or geometry (same formula, charge and spin): 30.0 kJ/mol
* energy: -4159.6279 eV

Each line ends with the Löwdin charge.
Element x y z (Å)
O -1.219 -0.129 -0.166  -0.107
H -1.174 0.837 -0.383  0.061
H -1.698 -0.254 0.719  0.088
O 1.754 0.001 -0.063  -0.121
H 0.916 0.457 0.225  0.017
H 1.421 -0.913 -0.331  0.062

Entry 5:
Computed, not measured: a cluster of 2 separate species, C4H8NO3 in total, with ωB97M-V with the def2-TZVPD basis set.

Values from the calculation:
* ⟨S²⟩: 0.756
* energy relative to the best compared isomer or geometry (same formula, charge and spin): 58.9 kJ/mol
* 2S+1: 2
* energy: -11908.3597 eV

Each line ends with the Löwdin charge.
Element x y z (Å)
C 1.003 0.722 1.484  0.013
C 0.108 0.174 2.554  -0.587
O 0.433 0.309 3.728  0.017
N -0.989 -0.584 2.271  0.148
H -1.343 -1.309 2.882  0.110
H -1.319 -0.627 1.293  0.081
H 0.816 1.776 1.471  0.084
H 0.730 0.204 0.527  0.048
H 2.062 0.519 1.641  0.096
C -0.309 -0.022 -3.215  0.057
C -0.128 -0.384 -1.683  -0.632
O -1.157 -0.565 -1.009  0.048
O 1.054 -0.476 -1.362  0.241
H 0.510 0.654 -3.411  0.071
H -1.277 0.532 -3.355  0.116
H -0.195 -0.922 -3.815  0.089

Entry 6:
Computed, not measured: a cluster of 2 separate species, C4H14NS2 in total, with ωB97M-V with the def2-TZVPD basis set.

Values from the calculation:
* ⟨S²⟩: 0.753
* energy relative to the best compared isomer or geometry (same formula, charge and spin): 124.3 kJ/mol
* 2S+1: 2
* total charge: +2
* energy: -27516.0403 eV

Each line ends with the Löwdin charge.
Element x y z (Å)
C -1.265 0.389 -3.643  -0.152
C -0.651 0.567 -2.249  -0.612
S -0.972 2.225 -1.557  0.790
H -0.930 1.135 -4.363  0.083
H -2.350 0.453 -3.589  0.080
H -0.957 -0.576 -4.050  0.085
H -1.093 -0.208 -1.622  0.058
H 0.431 0.460 -2.354  0.070
H -2.263 2.046 -1.285  -0.098
C 0.434 -0.358 1.188  -0.208
C 1.207 -0.958 2.367  -0.438
S 0.860 -2.706 2.620  1.252
N 0.750 1.089 0.987  0.185
H -0.650 -0.435 1.283  0.147
H 0.663 -0.923 0.283  0.129
H 0.961 -0.476 3.321  0.108
H 2.288 -0.772 2.306  0.128
H 1.356 -3.145 1.442  -0.006
H 0.174 1.486 0.182  0.035
H 1.739 1.213 0.774  0.179
H 0.523 1.608 1.841  0.183